No. 1
160
Properties=species:S:1:pos:R:3:mulliken_charge:R:1 method="wB97M-V/def2-TZVPD" homo_lumo_gap_ev=1.8 largest_force_ev_per_a=11.8 total_energy_ev=-252096.528 lumo_ev=-4.7061 e_homo_ha=-0.2400 charge=+1
H 4.2915 5.3577 -2.9532 0.229
C 5.2113 -1.9467 0.1202 -0.770
Cl -0.0679 14.8195 0.2410 -0.089
C 2.2312 -3.4431 -0.3185 0.691
O -5.1008 13.1115 1.5809 -0.291
C -6.4806 1.9098 0.4725 -1.671
C -2.4465 -3.2989 -3.0990 -1.284
O -5.4391 3.9345 1.8598 -0.542
H 1.7621 -12.0186 -3.1789 0.165
C -0.4059 -2.9960 1.0638 0.239
C 3.3061 7.0715 -2.1276 -0.427
H 4.2887 -4.5473 -2.5818 0.323
C -3.7313 -0.8403 0.7432 0.080
F 1.7997 -3.2652 -2.8682 -0.229
H 5.5501 -1.2188 -0.7566 0.272
N -2.3664 -0.9233 1.3377 0.121
H -0.6677 2.3171 1.9565 0.152
H 3.5595 6.6841 -1.1364 0.297
H 4.9100 -3.4912 4.5302 0.299
O -1.3125 3.0278 -0.1396 -0.648
Cl 2.7515 14.1309 0.0350 -0.092
O 1.9454 6.7666 -2.4297 -0.325
O -5.3940 11.5711 3.5359 -0.660
H 1.1509 -7.3366 4.1242 0.484
Cl -0.5611 -1.2801 4.5154 -0.234
H 5.4710 -5.2980 4.2356 0.446
H 5.0827 6.8840 -3.3804 0.330
H 5.6616 -9.3438 2.7397 0.429
S -5.7087 11.7020 2.1304 1.227
C 1.1568 13.9821 -0.7456 0.361
C 1.0228 -2.3841 1.7166 0.696
C -2.2371 -6.1215 1.2744 -1.047
O -5.3989 10.6594 1.1730 -0.566
H 6.8637 -9.1286 1.5908 0.435
F 2.4483 0.1085 -1.8586 -0.356
H -5.1298 7.8815 1.5501 0.281
S -1.1158 2.4389 -1.5046 0.695
C -0.6176 -5.6456 1.1525 0.514
H 5.3466 -9.6700 1.1256 0.430
H -2.2761 -3.3688 1.9244 0.506
Cl -3.1491 -4.0664 -0.6432 -0.018
H -3.2183 -4.1189 -3.4000 0.388
H -2.2902 -1.0100 2.3393 0.389
C -5.5116 6.9718 1.0780 -0.931
H -5.8608 7.2127 0.0697 0.292
H -0.1537 0.5934 0.4085 -0.418
H -0.1005 4.4784 -2.2977 0.502
H -6.1940 1.5290 1.4574 0.523
H 2.2704 -0.7050 0.7666 0.418
C -0.3129 1.3084 2.5033 -0.527
H -0.4722 -2.9393 -2.2202 -0.185
C 0.1558 3.4169 -2.3407 -1.392
C 3.1374 -3.5863 2.1153 0.659
O -4.7603 -1.6808 0.9018 -0.442
O 1.8795 -2.8819 4.7325 -0.568
Cl 4.7377 -6.0747 1.7722 -0.406
C -6.6361 6.3695 1.9036 -0.157
N 1.0888 -11.7690 -2.4743 -0.397
H 4.3203 -1.4420 0.6836 0.114
H 2.8074 -5.5847 -2.2145 -0.212
H 0.9423 -5.2045 -1.2961 -0.003
O 0.0497 -10.2295 -1.1990 -0.701
H -0.3187 -6.5730 0.4234 0.603
H -0.9671 -5.6259 3.3808 0.192
O -7.2195 5.2459 1.2323 -0.391
O -1.3381 -3.3440 2.2078 -0.591
C 1.3902 -0.8051 1.5994 -2.123
H 5.5200 -3.7725 2.1783 0.165
H 0.2415 3.0929 -3.3803 0.465
C 1.0351 -4.6354 -0.2792 -0.575
Cl -0.5855 -5.1415 -3.6010 -0.069
O 5.9956 -4.1508 -0.7110 -0.589
C 3.7285 -5.1040 -1.6817 -0.006
Cs -4.2893 2.2640 -0.8582 1.516
N 1.6378 -9.5811 -2.6598 -0.137
H 4.3615 -6.0511 -1.3132 -0.441
H -6.2966 6.0892 2.9075 0.302
O -1.6073 -1.2999 -0.6919 -0.478
H -3.4014 13.1720 2.7744 0.336
H 3.4265 -2.6387 2.7890 -0.273
H 1.9230 -3.7262 5.2722 0.364
H -2.3171 2.6859 -3.5742 0.322
H -2.9377 -5.3489 1.7620 0.168
Cl 0.7254 12.2596 -0.8915 -0.100
H -8.0079 11.2211 2.2158 0.354
C 0.4889 0.4832 1.4095 0.805
H 6.1469 -2.0496 0.8412 0.289
C -1.1132 -3.8815 -2.2735 0.221
C 4.1128 6.4082 -3.2131 -0.454
H -7.6678 12.9222 2.6541 0.333
C 4.5825 -4.5227 4.0618 -0.790
C -7.4275 12.1112 1.9647 -0.933
H 1.3735 -5.5134 4.1565 -0.196
C 4.4982 -4.3552 2.3870 -0.120
C 2.4849 -6.4442 -4.9851 -0.803
H 2.8547 -7.1595 -5.7393 0.286
N 2.2839 -3.0633 1.1126 1.404
P 0.5978 -2.8617 3.5751 0.096
C -2.8808 12.5508 0.7622 -0.668
H 3.3075 7.4235 -4.9500 0.274
I 2.6289 0.0028 3.3295 0.346
H 2.4983 -4.3888 2.6798 -0.971
Cl 1.2181 14.7184 -2.3669 -0.088
H 0.7260 -0.7108 -1.0323 -0.758
H -7.6242 12.4029 0.9314 0.314
N 5.8558 -9.0572 1.7732 -0.324
H -3.2320 12.7058 -0.2630 0.285
H 5.9437 -7.4062 -1.0733 0.104
F 3.4696 -2.0690 -2.3287 -0.390
H -1.3488 0.8679 2.9002 0.089
H -1.8251 12.8298 0.8239 0.129
C 1.4931 -1.0763 -1.7805 1.018
H 1.1094 3.2541 -1.8320 0.238
C -6.5086 4.0941 1.2899 0.645
H -4.6811 6.2691 0.9668 0.252
H 5.5513 -8.0862 1.6363 0.302
C 2.2015 -2.5012 -1.6046 0.082
C -1.4068 -1.8146 0.5164 -0.588
H -7.4317 7.1125 2.0278 0.279
H 3.4280 8.1597 -2.1251 0.286
O 0.7845 6.2359 -4.3274 -0.611
C -2.4897 2.9961 -2.5411 -1.885
F -4.0192 0.3739 -0.1106 -0.329
H 1.7121 -5.9144 -5.5677 0.137
H -2.4062 -7.0498 1.9759 0.440
H 0.5338 -12.4979 -2.0454 0.229
C 1.8387 6.4593 -3.7557 0.558
O 6.0037 -8.2375 -1.5077 -0.970
H -3.5506 14.4275 1.5464 0.257
H 2.3208 -9.7916 -3.3678 0.147
H 0.2209 1.7063 3.4633 0.257
H -3.4101 2.5352 -2.1748 0.547
H 1.5068 -8.6194 -2.3743 0.014
F 0.8250 -0.9732 -3.1396 -0.338
N -0.3407 -4.3322 0.3653 2.245
H -0.5107 -7.2634 2.6089 0.416
H -2.9569 11.4797 0.9714 0.306
F 1.8404 -5.6879 0.4600 -0.463
C 4.8398 -3.4698 -0.4656 -0.098
H 3.3238 5.6284 -5.0694 0.265
H -2.5826 4.0834 -2.4859 0.781
C 1.1370 -6.3936 3.3810 -0.282
O -7.1751 3.1509 0.5780 -0.376
H -1.3356 -5.6482 -1.1697 0.880
H 2.1527 -6.5361 2.7911 -0.019
N 3.5668 -4.1793 -0.5759 1.488
H -1.9569 -2.9944 -4.1535 0.444
H -5.6010 2.0299 -0.1673 0.859
H -2.6345 -6.6104 0.2586 0.307
H -2.8680 -2.2897 -2.7164 0.142
C -3.7106 13.3612 1.7411 -0.402
C 3.1902 6.4838 -4.4032 -0.391
O 2.1274 -6.9344 -3.8075 -0.546
H 3.5845 -4.9433 4.5121 0.072
H 3.2970 -5.6974 -4.9963 0.189
C 0.8729 -10.5087 -2.0563 0.672
I 2.0497 2.0610 0.9160 0.211
C -1.3251 -4.4984 -0.8190 -0.675
H -7.1522 1.1839 0.0055 0.420
C -0.1926 -6.0920 2.5937 -1.302


No. 2
130
Properties=species:S:1:pos:R:3:mulliken_charge:R:1 method="wB97M-V/def2-TZVPD" homo_lumo_gap_ev=8.9 largest_force_ev_per_a=2.4 total_energy_ev=-71371.834 lumo_ev=0.2810 smiles="C[C@H]1COC(=O)O1.C[C@H]1COC(=O)O1.C1CCOC1.C1CCOC1.C1CCOC1.C1CCOC1.C1CCOC1.C1CCOC1.C1CCOC1.C1CCOC1" e_homo_ha=-0.3180 charge=0
C 3.4216 3.3297 2.7568 -0.339
H 0.8639 -3.9367 0.6623 0.443
H -0.8929 -7.2499 -0.6087 0.237
H -3.5935 1.2232 5.7623 0.189
H -0.1091 5.8504 7.3893 0.379
C 4.8153 -1.9883 -2.4166 -0.605
H 3.0105 5.0805 3.9539 0.142
H 4.0759 0.1397 -1.8289 -0.078
O -2.9222 -3.7256 0.9190 -0.379
H 2.4883 3.1696 -6.2878 0.350
H 2.1801 4.9183 -6.0655 0.294
H -2.6008 1.0300 -6.0774 0.226
H 0.0696 -0.0544 -4.4417 -0.531
O -1.7334 1.5935 -4.2332 -0.257
C -2.3870 -4.7378 2.9906 -0.790
H 1.6973 4.7339 2.7354 0.169
O -0.1832 -0.4731 1.4979 -0.237
H -2.2290 0.0893 -2.9303 -0.107
C -3.8618 0.1874 5.9905 -0.447
O 0.8258 4.0290 -3.6775 -0.329
C 1.2158 0.6450 -1.5524 0.604
C 0.1439 3.2253 5.4071 0.588
C 3.5922 3.2698 1.2627 0.340
H -1.6694 -3.5965 -5.6453 0.387
O 0.7565 0.8514 3.0140 -0.536
H -1.2697 -1.8530 5.4897 0.335
C -3.2905 -0.9110 5.1092 -0.377
C 0.1906 -4.5741 0.0935 0.232
C -3.5857 -4.9765 0.8766 -0.610
H 4.7752 -1.9141 -3.5090 0.374
H -1.3562 -5.7309 -2.2028 0.378
H 0.0211 -2.2196 -6.5554 0.376
C 2.1627 3.9353 -5.5915 -0.455
H 1.8031 4.2705 6.4455 0.449
H -2.0375 -6.4203 1.5694 0.039
H 0.8976 5.2602 5.3193 0.220
H -1.6612 -1.3341 7.7444 0.298
C -0.3236 -0.4911 0.0862 0.451
H -1.3963 -5.0054 3.3622 0.351
H -0.2074 4.0772 7.8746 0.307
O -3.3090 -0.1411 7.2622 -0.425
H -1.0989 5.0934 -5.0068 0.307
H -2.4400 -2.2237 -4.7777 0.081
O 0.8991 1.3072 0.8039 -0.157
C -1.5452 4.6516 6.2490 -0.444
C -0.2808 -5.6152 -2.0381 -1.075
C -2.7679 1.6988 -5.2286 -0.448
H -4.9513 0.1295 5.9825 0.350
C 0.5720 0.5741 1.8674 0.362
C 3.8527 4.7262 0.8848 -0.547
H 2.6617 3.0224 0.7438 -0.370
C 2.7586 4.6569 2.9829 -0.097
C -1.9421 -0.5375 7.0558 -0.381
H -1.3586 -3.0242 2.0397 0.072
C 0.3294 -1.0886 -4.6753 0.467
H -3.3609 -0.6881 4.0450 0.329
H -4.8756 1.7180 -5.0545 0.424
H 4.9341 4.9145 0.9547 0.320
C -3.7603 1.5154 -3.1075 -0.744
C -4.0416 1.2166 -4.5593 -0.705
O 3.3780 5.5118 1.9754 -0.507
C 0.7075 3.7251 -5.0933 1.436
C 3.6447 -2.4094 -0.4305 0.766
C -2.3647 -3.4131 2.1808 0.071
H 3.4349 4.9790 -0.0871 0.185
H 0.3123 -1.2817 -0.3185 -0.484
H 4.3931 3.1947 3.2407 0.321
H 0.2047 2.3083 5.9923 0.138
C -2.2899 1.1853 -2.9886 0.728
C -1.4990 -2.6820 -5.0831 -0.605
C 0.2784 0.8269 -0.3851 0.595
O 3.8887 -2.8412 -1.7717 -0.448
C 0.2730 -4.3609 -1.3890 1.084
H -3.7147 -1.8632 5.4281 0.168
H -2.9375 -2.7069 2.7860 0.116
H -1.0563 -0.9253 -6.2809 0.212
H 1.3726 -1.0662 -5.0127 0.225
H 5.5184 -1.6381 0.0317 0.487
H -3.4962 -5.3255 -0.1518 0.258
H 1.3249 -4.1597 -1.6029 0.185
C 4.8158 -0.6455 -1.6757 -0.032
H -1.3175 0.3140 7.3435 0.150
C -0.6986 -3.0410 -3.8020 -0.393
H -0.7121 4.3405 -6.5694 0.363
H 0.5617 3.0990 4.4094 -0.481
H 4.3382 2.5654 0.8949 0.373
O -1.1861 3.7527 5.1912 -0.448
H 2.0592 0.0583 -1.1819 -0.218
C 0.8068 4.4392 6.0315 -0.538
H -1.2895 -3.2929 -2.9223 0.689
C 4.5692 -1.1896 -0.2753 -0.866
H -4.2091 0.1527 -4.7466 0.187
H -3.0336 -4.7204 3.8652 0.395
H 2.6096 -2.0880 -0.2938 -0.780
C -1.8280 -0.9195 5.5422 -0.150
H 3.9783 -3.1409 0.3036 0.465
C -0.2693 4.8191 7.0792 -0.751
H -4.3705 0.9728 -2.3828 0.426
H 0.1592 -5.9628 -2.9719 0.513
C -0.5220 -1.7231 -5.7499 -0.643
H 0.6028 0.3156 -2.3900 -0.645
H -0.5183 1.5134 -0.6906 -0.383
O 2.5152 4.2652 -2.2156 -0.596
H -3.9460 2.5781 -2.9218 0.307
H 5.7795 -0.1418 -1.5969 0.362
H -0.1461 -3.9605 -4.0324 0.068
H 0.8446 -7.2766 -1.1968 0.353
C 2.0807 4.1646 -3.3167 0.635
C -2.8373 -5.8015 1.9651 -0.334
H 0.2585 5.6287 -5.8819 0.497
H -3.5625 -6.3718 2.5486 0.448
H 2.8240 2.5221 3.1928 0.061
H -4.6535 -4.9633 1.1183 0.330
H -1.8018 1.6901 -2.1568 -0.314
H -2.3230 4.2125 6.8740 0.267
H -0.8443 -4.4327 0.4100 -0.379
O 0.5917 -5.9570 0.1803 -0.550
H 4.1833 -0.5198 0.4933 0.223
H -1.8036 5.6146 5.8097 0.307
H 1.7360 1.5641 -1.8401 0.072
H 0.4701 2.6631 -5.1291 -0.459
H -1.3001 -0.1525 4.9745 -0.012
H -1.3800 -0.5591 -0.1582 0.310
H 5.8124 -2.4582 -2.3998 0.307
H -2.8695 2.7161 -5.6085 0.336
O 2.9167 4.0869 -4.3879 -0.353
C -0.0215 -6.6747 -0.9164 -0.565
H -0.2876 -3.5051 -1.7782 -1.089
C -0.2936 4.7174 -5.6326 -1.642
O 0.1664 -1.9486 -3.5576 -0.152


No. 3
130
Properties=species:S:1:pos:R:3:mulliken_charge:R:1 method="wB97M-V/def2-TZVPD" homo_lumo_gap_ev="8.7 / 9.3" largest_force_ev_per_a=2.4 total_energy_ev=-66749.501 lumo_ev="0.4882 / 0.4881" s2=0.7542 spin_multiplicity=2 e_homo_ha="-0.3002 / -0.3237" charge=0
H -4.0784 4.8505 -2.0831 0.559
O -5.2337 4.9962 1.4545 -0.387
H -2.9100 6.0905 -3.9496 0.308
C -1.2816 4.6450 -3.4467 3.748
H -3.0325 -2.1777 -0.1202 0.112
H 5.5833 -2.2118 -0.5939 0.077
H -2.4711 4.5329 0.4867 0.474
H -1.6575 5.9070 -5.1277 0.502
C -0.8552 2.2041 -4.3886 0.721
H 1.9191 -7.9725 6.6849 0.352
H -2.6438 -6.3558 1.7422 0.245
H 1.3707 -1.9890 -3.5724 0.125
H -1.0315 -5.6500 1.5705 0.349
C 2.4320 -7.2684 7.3498 -0.573
H -4.8891 6.2396 -0.2111 0.494
C 0.2363 4.9052 -3.1516 -2.335
H -1.9749 -5.3869 3.0743 0.296
H 0.7316 7.0966 -4.8858 0.287
O -1.0201 7.6669 -1.3183 -0.670
H 2.0737 7.4939 -1.8713 0.434
C -1.3873 3.6169 -4.6050 -2.371
C -5.4366 -2.8142 -1.4307 -0.788
H -2.1536 -5.0828 -0.8022 0.154
H -1.4178 3.7199 -1.4307 0.348
C -6.5856 5.1611 1.0263 -0.672
O 4.3318 -3.6436 -1.4377 -0.510
H 0.6763 5.1394 -4.1285 0.305
C 0.3241 5.5645 -0.6560 -1.744
H 6.8725 -3.8580 0.7938 0.402
C -1.0870 7.2897 -3.6280 1.848
C -1.9931 -2.4774 0.0173 -0.508
H -2.5697 8.5274 -4.5390 0.441
C -0.5374 0.0404 -5.4277 -1.028
H 4.1087 -7.0095 6.0870 0.415
H 0.1799 -7.9180 8.8628 0.316
H 2.5555 5.8260 -1.5936 0.442
C 0.4986 -1.9330 -4.2339 -1.086
O -4.4822 -3.7943 -1.0819 -0.291
O 3.5993 -1.1946 0.2443 -0.279
H -6.7318 4.7798 0.0056 0.286
H -1.4156 1.7037 -6.3986 0.406
H 6.3320 -3.5028 -1.5040 0.425
H 0.7483 4.0275 -2.7527 0.860
C 4.5407 -4.8289 2.3064 -0.685
H 3.6717 -4.5110 2.8815 0.068
H -3.7355 6.3701 1.1185 0.256
H 3.0487 -7.8413 8.0537 0.392
C 5.8469 -4.0805 0.4724 -0.527
H 3.2070 0.8217 -0.0126 0.299
C -0.9580 1.3422 -5.4763 -1.056
H -4.9724 -1.9710 -1.9535 0.356
C 0.2096 -7.0839 8.1541 -0.800
O 2.7107 -5.7374 5.4164 -0.403
C -4.3482 5.6574 0.5457 -0.816
H -3.9503 3.6846 -0.1537 0.257
C 3.1027 -3.3290 -0.7962 -0.198
C 4.0145 0.0942 -0.1536 -0.789
C 3.8718 -2.9669 8.0091 -0.805
H -0.9289 3.9992 -5.5292 0.698
H 4.8592 0.3796 0.4730 0.252
H -0.4814 -6.3107 8.4895 0.236
H -3.9024 -5.0173 -2.6059 0.409
H -5.8795 -2.4391 -0.5086 0.243
H 4.3456 0.1043 -1.1976 0.339
H 2.8916 -1.4011 -1.7039 0.303
C 0.1490 0.3572 -3.2089 -0.841
C 5.5404 -3.2855 -0.7817 -0.331
C -0.3017 1.6599 -3.2475 0.051
H -6.2270 -3.2480 -2.0527 0.312
O 4.9739 -3.7281 1.5327 -0.265
H -2.0457 -2.5528 2.1546 0.421
C 2.7791 -1.8505 -0.7108 -0.273
H 0.8315 4.5892 -0.5910 0.358
H -0.6799 -0.5756 -6.3157 0.362
C 0.4529 6.0387 -2.1178 1.704
C -2.0321 -5.4870 1.9852 -0.758
H -2.9153 6.0961 -1.6606 0.030
C 0.0444 -0.4895 -4.2818 0.936
H -0.7081 5.3959 -0.3524 0.263
H -6.8255 6.2349 1.0705 0.289
C -1.8222 5.9930 -4.0431 -2.972
H 2.2997 6.3991 -3.2899 0.344
C -2.0738 4.0896 -2.2277 -1.336
C -0.0982 7.7919 -4.7119 -1.782
H 0.8604 6.2274 0.0273 0.447
H -7.2032 4.6186 1.7479 0.248
H -0.2161 2.2694 -2.3545 0.309
H -1.7213 9.3591 -3.1980 0.399
H 1.3390 -4.4581 4.7075 0.425
C 3.3352 -6.3724 6.5248 -0.369
H -2.9875 8.0871 -2.8971 0.215
C -3.3903 4.6272 -0.0970 -0.615
H 5.3274 -5.1440 2.9994 0.340
H 1.5327 -2.6761 6.2679 0.391
H 4.6501 -3.0869 7.2479 0.358
H -1.5559 -4.6962 -2.3996 0.452
H 0.5951 -0.0656 -2.3072 0.531
H 4.2368 -5.6683 1.6721 0.373
H -0.7452 -3.5171 1.4150 0.221
C -3.1164 5.0221 -1.5735 -0.582
H 0.9215 -5.1132 6.2746 0.137
O -2.6494 -4.3545 1.4112 -0.304
H -0.6073 7.9563 -5.6669 0.458
H 0.3464 8.7279 -4.3535 0.430
C -2.1655 -4.3143 -1.5758 -0.481
H -1.4141 -1.5519 0.0856 0.449
H -0.3302 -2.5558 -3.8787 0.115
C 1.7515 -4.7217 5.6856 -0.367
H 2.3313 -3.7890 -1.4199 0.378
H -3.5372 -3.2915 -2.8663 0.346
C 1.9633 6.4722 -2.2515 -1.987
C 2.3116 -3.4483 6.2900 -0.531
H -2.4617 3.5240 -4.8445 0.711
H 4.2335 -3.4094 8.9368 0.238
C -3.5634 -4.0935 -2.1207 -0.609
H -2.6119 3.1946 -2.5721 0.657
H 3.6767 -1.9023 8.1767 0.317
O 1.5002 -6.5136 8.1075 -0.280
H -0.1139 -7.4214 7.1636 0.363
C -1.7975 -3.2238 1.3227 -0.433
H 0.8330 -2.2877 -5.2151 0.421
C -2.1558 8.4138 -3.5271 -1.655
H 5.7789 -5.1504 0.2456 0.323
O 2.6854 -3.6400 7.6454 -0.274
H 3.8555 -5.6461 7.1502 0.139
N -0.3670 7.2538 -2.3431 0.823
H 1.7376 -1.7323 -0.3843 0.211
H 3.1630 -3.1088 5.6907 0.340
O -1.4950 -3.1386 -1.1388 -0.161
H 3.0373 -3.8094 0.1807 0.049